[1]
Molecular formula: C4H10INO
Method: DFT, the ωB97M-V functional and the def2-TZVPD basis

```
17
Properties=species:S:1:pos:R:3:forces:R:3:lowdin_charge:R:1
C 1.504 -1.579 0.440 0.6 -1.0 -0.7 -0.124
C -0.412 2.852 -0.631 -3.6 1.5 0.0 -0.239
C 0.172 -2.016 -0.172 -1.4 -0.1 0.0 -0.210
C -0.950 -0.903 -0.053 -0.6 -1.0 -1.0 -0.335
N -1.026 1.786 0.145 0.2 -3.0 -1.0 -0.521
O -0.205 0.216 -0.358 -1.3 4.0 0.0 -0.245
I -0.681 1.815 2.127 0.2 0.1 0.3 0.869
H 1.478 -1.314 1.482 -0.4 0.1 0.5 0.061
H 2.206 -2.419 0.333 -0.1 0.1 0.2 0.073
H 1.978 -0.755 -0.079 -0.2 0.2 -0.2 0.064
H 0.023 3.613 -0.006 -0.2 0.5 0.3 0.032
H 0.355 2.497 -1.183 2.4 -1.4 -2.0 0.026
H -1.239 3.324 -1.384 1.9 -1.1 1.9 0.138
H -0.224 -2.947 0.334 0.5 0.9 -0.7 0.119
H 0.289 -2.205 -1.264 0.1 -0.1 0.8 0.108
H -1.934 -1.110 -0.670 2.1 0.4 0.4 0.141
H -1.335 -0.854 0.939 0.0 0.0 1.3 0.044
```
Forces are in eV/Å.

energy relative to the best compared isomer or geometry (same formula, charge and spin): 461.18 kJ/mol
energy: -15943.8630 eV
HOMO energy: -9.00 eV


[2]
Molecular formula: C25H36AlIN3OS
Method: DFT, the ωB97M-V functional and the def2-TZVPD basis

```
68
Properties=species:S:1:pos:R:3:forces:R:3:lowdin_charge:R:1
Al -0.140 0.324 0.632 -0.1 0.0 0.0 0.018
I -1.134 2.634 2.867 0.0 0.0 0.0 1.091
C -2.070 3.413 1.158 0.0 0.0 -0.1 -0.601
C -2.666 4.629 1.343 0.0 0.0 0.0 -0.166
C -3.390 5.229 0.297 0.0 0.0 0.0 -0.068
C -3.509 4.575 -0.890 0.0 0.0 0.0 -0.028
C -2.899 3.315 -1.095 0.0 0.0 0.0 -0.159
C -3.074 2.669 -2.344 0.0 0.0 0.0 -0.027
C -2.499 1.462 -2.581 0.0 0.0 0.0 -0.061
C -1.702 0.869 -1.579 0.0 0.0 0.0 -0.127
C -1.481 1.429 -0.334 0.1 0.0 -0.1 -0.149
C -2.123 2.691 -0.073 0.0 0.0 0.1 -0.213
H -2.593 5.131 2.297 0.0 0.0 0.0 0.086
H -3.854 6.194 0.453 0.0 0.0 0.0 0.112
H -4.078 5.008 -1.704 0.0 0.0 0.0 0.118
H -3.675 3.162 -3.099 0.0 0.0 0.0 0.118
H -2.633 0.960 -3.531 0.0 0.0 0.0 0.109
H -1.232 -0.079 -1.826 0.0 0.0 0.0 0.072
C 2.441 -3.930 -1.303 0.0 0.0 0.0 -0.044
C 1.118 -3.379 -1.852 0.0 0.0 0.0 -0.624
C 0.027 -4.453 -1.739 0.0 0.0 0.0 -0.048
C 1.291 -2.973 -3.322 0.0 0.0 0.0 -0.044
C 0.716 -2.201 -1.066 0.0 0.0 0.0 -0.068
C 0.384 -1.230 -0.416 0.0 0.1 -0.1 0.005
H 2.741 -4.813 -1.871 0.0 0.0 0.0 0.091
H 2.337 -4.212 -0.254 0.0 0.0 0.0 0.089
H 3.236 -3.187 -1.381 0.0 0.0 0.0 0.072
H 0.311 -5.333 -2.319 0.0 0.0 0.0 0.089
H -0.923 -4.079 -2.123 0.0 0.0 0.0 0.086
H -0.113 -4.755 -0.701 0.0 0.0 0.0 0.085
H 1.581 -3.841 -3.916 0.0 0.0 0.0 0.091
H 2.066 -2.211 -3.430 0.0 0.0 0.0 0.073
H 0.361 -2.574 -3.727 0.0 0.0 0.0 0.088
C 3.612 0.421 2.863 0.0 0.0 0.0 -0.028
N 3.775 0.780 1.462 0.0 0.0 0.0 -0.134
C 5.098 1.264 1.086 0.0 0.0 0.0 -0.031
C 2.697 0.930 0.665 0.0 0.0 0.0 -0.388
N 1.487 1.127 1.180 0.0 0.0 0.1 0.118
N 2.869 0.890 -0.667 0.0 0.0 0.0 -0.126
C 1.916 1.503 -1.583 0.0 0.0 0.0 -0.029
C 3.831 -0.002 -1.296 0.0 0.0 0.0 -0.029
H 4.497 -0.124 3.186 0.0 0.0 0.0 0.099
H 2.746 -0.225 2.985 0.0 0.0 0.0 0.095
H 3.503 1.304 3.502 0.0 0.0 0.0 0.101
H 5.464 1.933 1.866 0.0 0.0 0.0 0.099
H 5.042 1.823 0.157 0.0 0.0 0.0 0.092
H 5.809 0.445 0.971 0.0 0.0 0.0 0.097
H 1.514 1.507 2.117 0.0 0.0 0.0 0.035
H 1.329 2.258 -1.067 0.0 0.0 0.0 0.093
H 1.246 0.754 -2.011 0.0 0.0 0.0 0.077
H 2.473 1.978 -2.391 0.0 0.0 0.0 0.104
H 4.308 -0.633 -0.552 0.0 0.0 0.0 0.093
H 4.592 0.553 -1.847 0.0 0.0 0.0 0.099
H 3.292 -0.647 -1.993 0.0 0.0 0.0 0.079
O -0.766 -0.550 2.137 -0.1 0.0 0.0 -0.532
S -1.548 -1.886 2.205 0.1 -0.1 0.0 1.092
C -2.746 -1.530 3.530 0.0 0.1 0.0 -0.273
C -4.105 -1.233 2.883 0.0 0.0 0.0 -0.205
C -3.833 -0.782 1.451 0.0 0.0 0.0 -0.210
C -2.813 -1.781 0.923 0.0 0.1 0.0 -0.296
H -2.315 -0.658 4.020 0.0 0.0 0.0 0.089
H -2.756 -2.365 4.227 0.0 0.0 0.0 0.096
H -4.644 -0.485 3.463 0.0 0.0 0.0 0.123
H -4.712 -2.140 2.871 0.0 0.0 0.0 0.119
H -3.409 0.223 1.425 0.0 0.0 0.0 0.102
H -4.732 -0.779 0.836 0.0 0.0 0.0 0.130
H -2.316 -1.528 -0.014 0.0 0.0 0.0 0.073
H -3.227 -2.789 0.841 0.0 0.0 0.0 0.113
```
Forces are in eV/Å.

energy relative to the best compared isomer or geometry (same formula, charge and spin): 0.00 kJ/mol
energy: -58556.8761 eV
net charge: +1
HOMO energy: -10.43 eV


[3]
Molecular formula: C11H17IN2O
Method: DFT, the ωB97M-V functional and the def2-TZVPD basis

```
32
Properties=species:S:1:pos:R:3:forces:R:3:lowdin_charge:R:1
C -2.982 -2.529 -0.549 -2.1 0.1 -1.8 -0.245
C -1.591 -1.482 -1.867 -2.1 -0.9 1.0 -0.303
C -1.021 -1.755 -0.694 1.8 0.6 1.1 0.003
C 0.401 0.626 1.840 -1.2 -1.6 -0.7 -0.406
C -1.118 0.626 1.785 0.9 -2.0 2.6 -0.018
C -1.623 0.742 -3.092 1.3 2.7 -0.1 -0.104
C 2.290 -0.701 2.768 2.3 -1.0 -1.1 -0.104
C 2.291 -0.474 -0.450 -2.2 3.5 -0.8 -0.204
C -1.255 -0.741 -3.082 -2.9 -0.3 -0.3 -0.210
C 1.069 -0.770 1.888 -0.9 -1.0 -1.3 -0.415
C 1.457 -1.218 0.468 -1.1 -1.7 0.5 -0.693
N -2.887 -2.066 -1.749 -0.2 0.6 -0.3 0.133
N 1.005 1.718 1.821 1.1 1.6 -1.2 0.148
O -1.889 -2.396 0.147 1.7 0.1 1.5 0.006
I 1.996 -3.239 0.490 0.1 -0.6 -0.1 0.946
H -3.942 -2.883 -0.139 1.1 -0.1 0.1 0.144
H -1.433 0.305 2.802 0.1 0.0 -0.3 0.099
H -1.614 -0.096 1.164 0.3 -0.2 -0.7 0.051
H -1.524 1.565 1.703 -0.7 2.3 -0.7 0.045
H -2.681 1.000 -2.973 0.0 -0.6 -0.5 0.067
H -1.185 1.267 -4.011 -1.0 -0.9 0.8 0.085
H -1.193 1.452 -2.292 0.0 -1.7 -0.6 0.086
H 2.093 -0.295 3.717 -0.5 0.6 1.2 0.065
H 3.093 -0.066 2.292 -0.8 -0.6 0.5 0.094
H 2.752 -1.711 2.926 -0.5 0.8 -0.2 0.062
H 2.538 -0.894 -1.396 -0.7 -0.7 -0.9 0.054
H 3.267 -0.361 -0.062 1.2 0.8 1.0 0.062
H 1.712 0.568 -0.611 1.8 -2.0 0.2 0.141
H -0.272 -0.951 -3.241 3.0 0.1 -0.9 0.070
H -1.833 -1.319 -3.864 0.6 1.0 0.4 0.137
H 0.402 -1.670 2.171 0.5 2.0 0.2 0.129
H 2.026 1.744 1.595 -0.9 -0.6 1.0 0.075
```
Forces are in eV/Å.

energy relative to the best compared isomer or geometry (same formula, charge and spin): 51.48 kJ/mol
energy: -24804.9293 eV
HOMO energy (spin up / spin down): -8.29 / -9.23 eV


[4]
Molecular formula: C6H34O12
Method: DFT, the ωB97M-V functional and the def2-TZVPD basis

```
52
Properties=species:S:1:pos:R:3:forces:R:3:lowdin_charge:R:1
C 1.659 -1.707 1.956 3.9 1.7 0.5 -0.092
C 1.641 -1.540 0.416 -0.2 -1.4 1.9 -0.213
C 0.183 -1.511 -0.152 1.9 -0.1 0.1 -0.152
C -0.248 -0.036 -0.302 1.0 -0.1 0.2 -0.208
C 0.639 0.810 -1.207 -0.4 -1.0 -2.2 -0.135
C 0.712 0.139 -2.589 3.3 0.8 0.2 -0.159
O 1.796 -0.418 -2.899 -2.8 0.9 0.2 -0.022
H 2.569 -1.165 2.512 -1.3 -1.1 -1.6 0.119
H 1.739 -2.697 2.342 -0.3 -1.0 -0.2 0.054
H 0.926 -1.205 2.464 -2.6 1.1 1.0 0.012
H 2.206 -2.436 0.156 -0.2 0.0 -0.9 0.108
H 2.271 -0.716 0.136 -0.3 0.3 -0.1 0.049
H -0.462 -2.038 0.573 0.2 0.1 -0.5 0.097
H 0.266 -2.148 -1.069 -0.8 1.0 0.4 0.102
H -0.128 0.517 0.605 0.2 -0.4 1.2 0.071
H -1.294 0.035 -0.454 -0.8 0.2 -0.7 0.066
H 0.265 1.815 -1.361 -0.4 0.2 0.1 0.112
H 1.651 0.953 -0.826 -0.3 -0.4 -0.1 0.081
H -0.117 0.347 -3.314 0.7 -0.6 0.4 0.137
O -2.072 2.756 -1.969 -0.9 2.5 -6.7 0.030
H -1.818 2.343 -1.256 2.1 -3.1 6.3 -0.109
H -2.918 3.111 -1.787 -1.2 0.6 0.3 0.033
O -2.176 -3.932 -1.529 1.0 -1.6 1.8 -0.071
H -2.300 -3.004 -1.398 -0.2 1.3 -0.2 -0.055
H -1.861 -4.198 -0.616 -0.5 0.1 -1.7 0.072
O -1.106 1.602 3.793 0.5 0.0 -0.7 -0.037
H -1.647 1.575 4.566 -0.5 0.1 1.0 0.039
H -0.985 0.674 3.559 0.0 0.1 -0.2 0.029
O -3.699 1.875 2.282 -3.0 -2.7 2.9 -0.015
H -3.459 2.445 1.634 1.6 2.4 -3.0 -0.050
H -2.936 1.591 2.762 1.0 0.1 0.2 -0.026
O -1.634 2.942 0.894 2.2 -1.9 1.4 -0.087
H -1.649 3.371 1.763 -0.2 0.4 -0.3 0.052
H -0.962 2.202 1.185 -1.6 1.8 -1.2 0.072
O 3.930 -0.266 -1.199 -3.9 0.0 2.9 -0.028
H 4.608 -0.278 -1.771 3.7 -0.1 -3.4 -0.003
H 3.094 -0.458 -1.701 0.6 0.2 -0.1 0.033
O -2.588 -1.276 -1.712 0.4 2.0 -0.8 -0.043
H -2.247 -0.445 -2.118 0.9 -0.5 1.1 0.073
H -3.257 -1.291 -2.379 -1.7 -1.3 -0.6 0.061
O 1.508 2.266 1.192 -0.9 -0.9 0.0 -0.063
H 2.167 1.578 1.004 -0.6 -1.1 0.4 -0.017
H 2.207 2.877 1.083 0.5 2.4 0.1 0.017
O -2.025 -0.316 1.882 0.8 2.7 2.2 0.010
H -1.655 -1.113 1.663 1.1 -3.0 -0.9 -0.016
H -2.877 -0.250 1.533 -2.2 0.2 -0.9 0.032
O 3.828 1.534 0.772 0.7 -0.2 -1.5 -0.066
H 4.454 1.008 1.253 0.5 -0.3 0.7 0.056
H 3.927 1.145 -0.142 -0.2 0.2 0.8 0.044
O -0.215 -2.011 -3.642 1.9 -1.9 0.5 -0.088
H -0.621 -2.651 -3.047 -1.1 -0.1 0.0 0.008
H 0.710 -2.403 -3.536 -1.3 1.4 -0.8 0.087
```
Forces are in eV/Å.

energy relative to the best compared isomer or geometry (same formula, charge and spin): 443.17 kJ/mol
energy: -31341.1844 eV
SMILES: CCCCCC=O.O.O.O.O.O.O.O.O.O.O.O
HOMO energy: -10.08 eV